Formula: C52H135N7O19
Source: the OMol25 dataset
Level of theory: ωB97M-V/def2-TZVPD

XYZ file:
```
213
Properties=species:S:1:pos:R:3:lowdin_charge:R:1
C -2.062 3.578 0.236 -0.064
C -3.317 3.896 1.051 -0.292
O -4.332 4.432 0.192 -0.106
H -1.248 3.439 0.948 0.055
H -1.822 4.472 -0.340 0.076
H -2.138 2.665 -0.355 0.053
H -3.204 4.559 1.909 0.107
H -3.819 3.078 1.568 0.108
H -4.160 5.349 -0.034 0.075
C -2.578 -4.888 -2.408 -0.054
C -2.778 -5.600 -1.006 -0.304
O -2.645 -6.996 -1.112 -0.081
H -3.351 -5.162 -3.125 0.074
H -1.586 -5.148 -2.778 0.063
H -2.555 -3.816 -2.209 0.049
H -3.740 -5.364 -0.551 0.108
H -2.062 -5.292 -0.244 0.074
H -1.977 -7.194 -1.773 0.076
C -6.730 1.623 -5.079 -0.056
C -7.611 1.059 -3.958 -0.324
O -8.944 1.070 -4.481 -0.125
H -5.671 1.697 -4.828 0.061
H -7.182 2.602 -4.924 0.067
H -6.985 1.117 -6.010 0.081
H -7.613 1.575 -2.998 0.094
H -7.508 0.011 -3.676 0.098
H -9.313 1.955 -4.529 -0.005
C 1.935 3.716 3.080 -0.055
C 1.279 2.323 2.928 -0.338
O -0.054 2.383 3.334 -0.097
H 1.486 4.409 2.368 0.070
H 3.007 3.601 2.921 0.050
H 1.742 3.982 4.119 0.080
H 1.772 1.801 3.748 0.099
H 1.444 1.623 2.108 0.089
H -0.403 1.551 3.662 0.019
C 2.190 -2.555 -3.797 -0.080
C 3.174 -3.157 -2.820 -0.341
O 4.403 -2.490 -2.701 -0.063
H 2.463 -2.652 -4.848 0.075
H 1.818 -1.561 -3.549 0.051
H 1.373 -3.273 -3.724 0.065
H 3.489 -4.122 -3.216 0.110
H 2.647 -3.464 -1.916 0.102
H 4.364 -1.713 -2.138 0.034
C -7.538 -4.675 5.875 -0.085
O -7.655 -3.948 4.616 -0.186
C -6.984 -2.731 4.627 -0.252
C -6.942 -2.183 3.166 -0.191
N -6.143 -1.019 2.756 -0.048
C -6.112 -0.965 1.332 -0.208
C -7.524 -0.850 0.638 -0.194
O -8.222 0.307 1.085 -0.195
C -9.494 0.467 0.544 -0.128
H -6.525 -5.060 5.985 0.082
H -8.242 -5.505 5.932 0.080
H -7.797 -4.158 6.800 0.079
H -5.970 -2.879 4.997 0.117
H -7.543 -1.989 5.196 0.119
H -8.004 -1.953 3.078 0.110
H -6.718 -3.075 2.580 0.125
H -6.608 -0.186 3.088 0.109
H -5.376 -1.698 1.003 0.112
H -5.658 -0.019 1.035 0.104
H -8.178 -1.706 0.804 0.104
H -7.566 -0.753 -0.447 0.106
H -10.185 -0.342 0.781 0.084
H -9.460 0.610 -0.536 0.087
H -10.023 1.269 1.059 0.089
C 5.239 2.029 1.763 -0.068
O 6.580 1.741 1.162 -0.209
C 7.553 1.130 2.062 -0.209
C 9.030 1.374 1.647 -0.226
N 9.267 2.764 1.873 -0.068
C 10.541 3.286 1.224 -0.143
C 11.766 2.926 2.106 -0.268
O 12.391 1.859 1.519 -0.203
C 13.608 1.431 2.112 -0.083
H 4.750 1.097 2.049 0.066
H 4.648 2.519 0.990 0.080
H 5.378 2.659 2.642 0.079
H 7.371 0.056 2.105 0.087
H 7.464 1.429 3.106 0.117
H 9.181 0.983 0.641 0.120
H 9.630 0.802 2.354 0.116
H 8.457 3.341 1.694 0.099
H 10.456 4.349 0.999 0.105
H 10.702 2.928 0.207 0.109
H 11.403 2.639 3.093 0.114
H 12.340 3.825 2.329 0.115
H 13.344 1.092 3.114 0.087
H 14.270 2.295 2.073 0.087
H 14.085 0.616 1.566 0.087
C 6.628 -7.499 4.855 -0.168
O 6.955 -8.165 3.688 -0.180
C 8.385 -8.082 3.276 -0.130
C 9.039 -6.647 3.417 -0.231
N 8.556 -5.684 2.456 -0.075
C 9.231 -4.403 2.549 -0.196
C 8.590 -3.469 1.477 -0.190
O 7.204 -3.280 1.730 -0.197
C 6.432 -2.477 0.869 -0.103
H 7.215 -7.823 5.715 0.087
H 5.569 -7.477 5.111 0.089
H 6.838 -6.429 4.857 0.067
H 8.585 -8.494 2.287 0.114
H 8.996 -8.784 3.843 0.103
H 10.094 -6.904 3.324 0.114
H 8.966 -6.220 4.417 0.098
H 7.566 -5.525 2.574 0.106
H 10.291 -4.572 2.364 0.118
H 9.152 -4.066 3.583 0.111
H 8.867 -3.839 0.490 0.122
H 8.974 -2.453 1.569 0.109
H 5.353 -2.548 1.004 0.088
H 6.625 -2.795 -0.155 0.087
H 6.742 -1.434 0.803 0.063
C -0.641 -4.244 2.016 -0.093
O -0.087 -3.023 2.583 -0.250
C -0.428 -2.843 4.009 -0.145
C 0.175 -1.501 4.447 -0.220
N -0.424 -0.327 4.017 -0.083
C -1.840 -0.257 4.301 -0.180
C -2.182 0.046 5.793 -0.228
O -3.528 -0.258 5.916 -0.190
C -4.113 0.200 7.182 -0.061
H -0.398 -5.025 2.737 0.083
H -0.027 -4.488 1.149 0.082
H -1.698 -4.192 1.755 0.075
H -0.023 -3.754 4.449 0.114
H -1.511 -2.961 4.057 0.110
H 1.223 -1.539 4.151 0.123
H 0.303 -1.391 5.523 0.116
H -0.408 -0.232 3.012 0.079
H -2.398 -1.078 3.851 0.108
H -2.214 0.557 3.680 0.118
H -1.911 1.045 6.136 0.123
H -1.475 -0.549 6.372 0.107
H -3.683 -0.477 7.919 0.082
H -5.117 -0.188 7.356 0.077
H -4.001 1.277 7.310 0.091
C 1.455 1.687 -4.069 -0.064
O 2.604 2.606 -4.091 -0.204
C 3.804 2.007 -3.601 -0.203
C 4.997 2.977 -3.695 -0.213
N 5.887 2.871 -4.806 -0.098
C 7.290 3.340 -4.687 -0.163
C 8.105 2.634 -5.826 -0.256
O 9.419 3.087 -5.814 -0.198
C 10.213 2.571 -6.906 -0.088
H 1.634 0.628 -4.255 0.070
H 0.991 2.120 -4.955 0.081
H 0.771 1.979 -3.272 0.078
H 4.049 1.096 -4.148 0.121
H 3.634 1.750 -2.556 0.094
H 5.671 2.858 -2.847 0.111
H 4.694 4.022 -3.767 0.121
H 5.363 3.234 -5.590 0.114
H 7.615 2.928 -3.732 0.113
H 7.519 4.403 -4.766 0.111
H 7.647 2.775 -6.805 0.117
H 8.046 1.585 -5.538 0.117
H 11.205 2.955 -6.667 0.086
H 9.941 2.984 -7.877 0.080
H 10.164 1.484 -6.970 0.085
C -4.307 0.930 -1.725 -0.073
O -3.557 0.494 -0.567 -0.198
C -2.821 -0.668 -0.852 -0.254
C -1.987 -1.153 0.329 -0.143
N -0.931 -0.110 0.606 -0.045
C 0.372 -0.174 -0.085 -0.189
C 1.358 -1.119 0.547 -0.181
O 2.435 -1.150 -0.401 -0.202
C 3.488 -0.196 -0.280 -0.094
H -4.619 1.969 -1.839 0.081
H -5.201 0.310 -1.784 0.078
H -3.738 0.757 -2.638 0.081
H -2.177 -0.533 -1.721 0.120
H -3.503 -1.509 -0.976 0.111
H -1.514 -2.098 0.062 0.110
H -2.584 -1.270 1.234 0.109
H -1.312 0.808 0.785 0.083
H 0.811 0.792 -0.332 0.119
H 0.084 -0.592 -1.050 0.105
H 1.087 -2.165 0.691 0.110
H 1.655 -0.752 1.530 0.111
H 4.040 -0.212 -1.220 0.073
H 4.092 -0.369 0.611 0.071
H 3.223 0.861 -0.242 0.072
C -7.225 4.819 -2.022 -0.122
O -8.453 4.169 -2.304 -0.168
C -9.467 4.996 -2.837 -0.196
C -10.564 4.138 -3.538 -0.223
N -10.151 3.534 -4.745 -0.074
C -11.134 2.661 -5.343 -0.190
C -12.173 3.595 -5.961 -0.207
O -11.571 4.675 -6.707 -0.186
C -12.568 5.552 -7.186 -0.125
H -7.202 5.612 -1.275 0.078
H -6.692 5.383 -2.787 0.084
H -6.512 4.108 -1.604 0.070
H -9.206 5.647 -3.672 0.123
H -9.919 5.550 -2.014 0.123
H -11.379 4.861 -3.587 0.113
H -10.971 3.392 -2.855 0.130
H -10.102 4.339 -5.353 0.110
H -11.689 1.913 -4.777 0.138
H -10.629 2.078 -6.113 0.123
H -12.916 3.911 -5.229 0.120
H -12.690 3.026 -6.733 0.120
H -12.236 6.245 -7.958 0.083
H -12.880 6.245 -6.405 0.089
H -13.415 5.144 -7.737 0.088
```

Multiplicity: 1
Energy relative to the best compared isomer or geometry (same formula, charge and spin): 633.0 kJ/mol
Kohn-Sham gap: 8.9 eV
SMILES string: COCCNCCOC.COCCNCCOC.COCCNCCOC.COCCNCCOC.COCCNCCOC.COCCNCCOC.COCCNCCOC.CCO.CCO.CCO.CCO.CCO